This record from the Open Molecules 2025 dataset describes an isolated molecule of C20H26NO7PS3. The level of theory is ωB97M-V with the def2-TZVPD basis set.

Its HOMO energy is -8.6 eV. As for the spin multiplicity: 1. As for the SMILES: O=[P@](O)(OCCCCS(=O)(=O)O)OCCCSC(=S)N(c1ccccc1)c1ccccc1. The net charge is 0.

CARTESIAN COORDINATES (ANGSTROEM)
O  1.54  -2.82  0.27
P  1.08  -2.03  -0.99
O  -0.08  -0.87  -0.42
O  0.21  -3.18  -1.94
C  -1.05  -2.64  -2.41
C  -2.30  -2.90  -1.44
C  -2.68  -4.44  -1.22
C  -1.72  -5.02  -0.06
S  -0.78  -6.54  -0.57
O  -1.04  -7.59  0.48
O  -1.18  -7.09  -1.91
O  0.84  -6.11  -0.69
O  2.35  -1.30  -1.84
C  3.47  -0.94  -0.95
C  2.97  0.00  0.25
C  4.01  1.11  0.73
S  3.33  2.32  1.98
C  1.46  2.11  2.09
S  0.92  0.75  2.88
N  0.67  3.18  1.48
C  0.38  2.99  0.06
C  1.63  3.06  -0.92
C  1.43  2.87  -2.46
C  0.04  2.60  -3.13
C  -1.18  2.58  -2.16
C  -0.99  2.77  -0.61
C  -0.48  3.64  2.28
C  -1.74  2.84  2.68
C  -2.91  3.34  3.56
C  -2.81  4.80  4.13
C  -1.57  5.64  3.74
C  -0.39  5.11  2.84
H  0.07  -0.09  -1.02
H  -1.29  -3.21  -3.40
H  -1.00  -1.53  -2.73
H  -2.13  -2.45  -0.38
H  -3.18  -2.28  -1.87
H  -3.75  -4.45  -0.78
H  -2.69  -5.05  -2.18
H  -2.34  -5.17  0.89
H  -0.93  -4.21  0.18
H  0.89  -5.61  -1.55
H  3.93  -1.90  -0.50
H  4.22  -0.33  -1.56
H  2.73  -0.64  1.19
H  2.03  0.54  -0.10
H  4.92  0.61  1.24
H  4.46  1.67  -0.18
H  2.69  3.25  -0.57
H  2.33  2.88  -3.19
H  -0.07  2.43  -4.26
H  -2.21  2.42  -2.63
H  -1.94  2.74  0.02
H  -1.82  1.76  2.29
H  -3.81  2.69  3.82
H  -3.62  5.24  4.82
H  -1.45  6.70  4.14
H  0.52  5.74  2.57

***

This record from the Open Molecules 2025 dataset describes a structure of composition C6H12MgO15P2V. The level of theory is ωB97M-V with the def2-TZVPD basis set.

Its HOMO energy (spin up / spin down) is -4.0 / -4.0 eV. The relative energy (zero: lowest compared OMol25 entry of this formula, charge and spin) is 22.4 kcal/mol. As for the spin multiplicity: 3. The expectation value of S² is 2.02. The net charge is -1.

CARTESIAN COORDINATES (ANGSTROEM)
O  -9.81  -2.37  24.96
V  -10.25  -1.54  26.20
Mg  -9.82  0.60  27.95
P  -12.08  0.52  26.38
O  -10.57  0.54  26.26
O  -11.77  -0.22  25.09
O  -11.58  1.96  26.26
O  -11.39  -0.26  27.50
P  -8.32  -1.66  28.29
O  -9.08  -0.64  29.12
O  -6.86  -1.57  27.92
O  -8.55  -0.61  27.16
O  -9.32  -2.61  27.54
C  -7.53  -1.86  21.20
O  -7.88  -0.88  22.18
C  -9.19  -0.55  22.54
O  -9.49  0.05  23.61
O  -10.03  -1.04  21.59
C  -11.42  -0.76  21.48
H  -7.75  -1.46  20.21
H  -8.08  -2.80  21.28
H  -6.46  -2.01  21.30
H  -11.93  -1.26  20.66
H  -11.65  0.31  21.47
H  -11.96  -1.14  22.35
C  -14.18  -3.56  24.07
O  -13.90  -4.25  25.26
C  -13.00  -3.78  26.22
O  -12.34  -2.75  26.12
O  -12.88  -4.72  27.11
C  -11.94  -4.61  28.12
H  -14.29  -2.48  24.20
H  -14.88  -4.12  23.45
H  -13.22  -3.57  23.55
H  -12.12  -3.78  28.81
H  -10.93  -4.53  27.73
H  -11.90  -5.46  28.79

***

This record from the Open Molecules 2025 dataset describes a structure of composition C50H43N10PPtSbSe4. The level of theory is ωB97M-V with the def2-TZVPD basis set.

Its HOMO energy is -2.9 eV. The relative energy (zero: lowest compared OMol25 entry of this formula, charge and spin) is 2.1 kcal/mol. As for the spin multiplicity: 1. The net charge is -1.

CARTESIAN COORDINATES (ANGSTROEM)
Pt  0.02  0.98  -0.03
C  -1.27  -4.49  -0.12
N  -1.55  -3.10  -0.32
C  -0.68  -2.08  -0.07
N  -1.29  -0.92  -0.20
C  -2.56  -1.16  -0.58
C  -2.76  -2.53  -0.66
C  -3.93  -3.24  -1.16
C  -3.80  -4.30  -2.05
C  -4.92  -4.90  -2.60
C  -6.19  -4.44  -2.27
C  -6.32  -3.39  -1.38
C  -5.21  -2.79  -0.83
C  -3.47  -0.10  -1.05
C  -3.39  0.27  -2.39
C  -4.22  1.25  -2.89
C  -5.15  1.86  -2.07
C  -5.24  1.49  -0.74
C  -4.40  0.52  -0.23
P  1.10  -2.41  0.21
C  1.71  -1.28  -1.08
N  0.88  -0.50  -1.76
C  1.56  -0.06  -2.85
C  2.84  -0.59  -2.83
N  2.91  -1.38  -1.72
C  4.08  -2.05  -1.23
C  3.94  -0.27  -3.73
C  4.14  1.07  -4.09
C  5.17  1.42  -4.93
C  6.01  0.45  -5.44
C  5.82  -0.88  -5.10
C  4.78  -1.24  -4.25
C  0.92  0.75  -3.87
C  1.20  0.52  -5.22
C  0.58  1.30  -6.18
C  -0.32  2.28  -5.81
C  -0.62  2.49  -4.48
C  -0.01  1.72  -3.51
C  1.20  -1.41  1.71
N  0.83  -0.14  1.81
C  1.08  0.25  3.08
C  1.59  -0.83  3.79
N  1.63  -1.87  2.91
C  2.18  -3.17  3.13
C  2.00  -0.90  5.19
C  3.29  -1.30  5.53
C  3.67  -1.35  6.85
C  2.78  -1.01  7.85
C  1.50  -0.59  7.52
C  1.11  -0.53  6.20
C  0.88  1.61  3.57
C  -0.19  2.39  3.12
C  -0.40  3.64  3.67
C  0.45  4.13  4.64
C  1.55  3.38  5.04
C  1.76  2.13  4.51
H  -0.71  -4.91  -0.96
H  -2.20  -5.04  0.01
H  -0.66  -4.61  0.79
H  -2.81  -4.64  -2.34
H  -4.80  -5.71  -3.30
H  -7.06  -4.90  -2.71
H  -7.31  -3.02  -1.12
H  -5.32  -1.97  -0.14
H  -2.66  -0.22  -3.02
H  -4.13  1.53  -3.93
H  -5.81  2.62  -2.47
H  -5.96  1.97  -0.09
H  -4.47  0.24  0.82
H  4.93  -1.36  -1.26
H  4.31  -2.93  -1.83
H  3.91  -2.35  -0.20
H  3.49  1.83  -3.67
H  5.33  2.46  -5.19
H  6.83  0.72  -6.09
H  6.49  -1.64  -5.48
H  4.62  -2.28  -4.02
H  1.90  -0.25  -5.50
H  0.81  1.13  -7.22
H  -0.78  2.90  -6.58
H  -1.33  3.25  -4.19
H  -0.22  1.87  -2.46
H  2.04  -3.45  4.17
H  3.25  -3.15  2.90
H  1.68  -3.89  2.47
H  3.99  -1.53  4.74
H  4.68  -1.64  7.11
H  3.08  -1.04  8.89
H  0.80  -0.31  8.30
H  0.12  -0.19  5.94
H  -0.84  2.01  2.34
H  -1.24  4.23  3.33
H  0.27  5.10  5.07
H  2.25  3.78  5.76
H  2.64  1.56  4.79
N  -4.64  5.33  1.14
C  -3.77  4.27  1.12
N  -3.73  3.48  2.24
N  -3.07  4.06  0.05
C  -2.35  3.03  -0.20
N  -1.74  2.11  -0.60
H  -4.79  5.78  2.03
H  -4.50  5.97  0.38
H  -4.48  3.53  2.90
H  -3.25  2.60  2.15
Se  4.58  3.31  2.72
Sb  3.93  1.72  0.94
Se  1.64  2.66  0.03
Se  5.43  1.84  -1.02
Se  4.38  -0.55  1.88

***

This record from the Open Molecules 2025 dataset describes a cluster of 2 separate species, C5H10O5 in total. The level of theory is ωB97M-V with the def2-TZVPD basis set.

Its HOMO energy is -9.1 eV. The relative energy (zero: lowest compared OMol25 entry of this formula, charge and spin) is 13.9 kcal/mol. As for the spin multiplicity: 1. As for the SMILES: OC1(O)CCC1.O=C(O)O. The net charge is 0.

CARTESIAN COORDINATES (ANGSTROEM)
O  2.96  0.20  0.27
C  1.59  0.32  0.08
O  1.24  1.63  0.33
C  0.76  -0.82  0.89
C  0.38  -1.43  -0.46
C  1.06  -0.30  -1.24
H  3.34  1.08  0.19
H  0.30  1.77  0.13
H  1.39  -1.44  1.52
H  0.02  -0.32  1.50
H  -0.69  -1.53  -0.65
H  0.84  -2.40  -0.64
H  1.86  -0.61  -1.91
H  0.38  0.37  -1.76
O  -1.51  1.52  -0.39
C  -2.25  0.83  0.25
O  -2.45  0.97  1.55
O  -3.12  -0.05  -0.29
H  -3.10  0.32  1.88
H  -2.99  -0.11  -1.25

***

This record from the Open Molecules 2025 dataset describes a cluster of 5 separate species, C10H29O5 in total. The level of theory is ωB97M-V with the def2-TZVPD basis set.

Its HOMO energy (spin up / spin down) is -6.5 / -6.5 eV. As for the spin multiplicity: 2. The expectation value of S² is 0.75. The net charge is 0.

CARTESIAN COORDINATES (ANGSTROEM)
O  0.68  0.52  0.01
H  0.97  1.16  0.66
H  1.17  0.55  -0.82
H  -0.25  0.74  -0.12
C  -0.43  3.51  1.57
C  0.57  2.87  2.51
C  -0.14  1.83  3.41
O  1.71  2.28  1.79
H  0.06  4.35  1.08
H  -1.29  3.82  2.17
H  -0.74  2.91  0.72
H  1.05  3.61  3.16
H  -0.61  0.99  2.90
H  -0.99  2.23  3.96
H  0.54  1.39  4.14
C  1.21  -1.35  -2.68
C  1.81  -0.14  -3.27
C  1.02  0.20  -4.51
O  2.08  0.85  -2.29
H  0.42  -1.09  -1.97
H  2.02  -1.86  -2.16
H  0.84  -1.99  -3.47
H  2.75  -0.51  -3.69
H  1.25  1.08  -5.11
H  -0.04  0.21  -4.26
H  1.13  -0.63  -5.20
C  -2.40  -1.13  -1.32
C  -2.41  0.43  -1.19
O  -1.95  0.76  0.06
H  -3.21  -1.45  -0.67
H  -1.53  -1.64  -0.90
H  -2.61  -1.64  -2.25
H  -3.41  0.80  -1.38
H  -1.76  0.81  -1.98
H  -2.73  1.13  0.48
C  0.66  -3.60  2.84
C  0.18  -2.30  2.20
O  0.80  -2.19  0.92
H  1.64  -3.77  2.40
H  0.12  -4.37  2.28
H  0.59  -3.47  3.92
H  0.41  -1.45  2.83
H  -0.90  -2.12  2.12
H  1.73  -2.30  1.09

***

This record from the Open Molecules 2025 dataset describes a structure of composition C51H113MnN13O13. The level of theory is ωB97M-V with the def2-TZVPD basis set.

Its HOMO energy (spin up / spin down) is -4.8 / -4.8 eV. As for the spin multiplicity: 6. The expectation value of S² is 8.75. The net charge is 0.

CARTESIAN COORDINATES (ANGSTROEM)
Mn  13.78  5.17  -2.68
C  14.32  7.32  6.07
C  13.90  7.34  4.57
C  12.33  7.13  4.56
C  11.53  8.29  5.09
C  11.91  9.51  4.31
C  13.40  9.91  4.19
N  14.15  8.65  3.91
O  15.50  8.79  3.24
C  13.95  10.73  5.42
C  13.58  10.91  3.02
C  14.45  6.14  3.76
H  14.07  6.30  6.36
H  13.89  8.12  6.68
H  15.40  7.29  6.26
H  12.09  6.39  5.32
H  11.95  6.80  3.59
H  11.66  8.54  6.14
H  10.47  8.04  5.11
H  11.29  10.34  4.64
H  11.40  9.30  3.37
H  13.45  11.69  5.51
H  15.04  10.77  5.37
H  13.86  10.08  6.30
H  12.76  11.62  2.93
H  13.53  10.55  1.99
H  14.45  11.55  3.17
H  15.53  6.13  3.90
H  14.21  6.27  2.70
H  14.09  5.19  4.15
C  14.10  1.52  0.18
C  15.26  2.63  0.37
C  16.30  2.04  1.34
C  17.14  1.00  0.68
C  17.91  1.61  -0.45
C  16.96  2.04  -1.57
N  15.97  2.95  -0.89
O  15.13  3.66  -1.80
C  16.28  0.79  -2.25
C  17.80  2.74  -2.69
C  14.78  3.87  1.11
H  13.69  1.39  -0.82
H  13.35  1.55  0.96
H  14.41  0.49  0.38
H  15.91  1.59  2.25
H  17.02  2.81  1.63
H  16.67  0.04  0.50
H  17.82  0.57  1.42
H  18.57  0.82  -0.81
H  18.62  2.39  -0.16
H  16.97  0.11  -2.75
H  15.54  0.97  -3.02
H  15.64  0.22  -1.56
H  18.58  2.04  -2.97
H  18.26  3.67  -2.37
H  17.15  2.98  -3.53
H  14.31  3.67  2.07
H  13.93  4.20  0.51
H  15.50  4.68  1.21
C  15.10  8.84  -3.23
C  15.86  7.55  -3.35
O  15.28  6.44  -3.25
N  17.21  7.60  -3.54
C  18.16  6.47  -3.42
H  14.02  8.75  -3.06
H  15.03  9.50  -4.09
H  15.60  9.39  -2.43
H  17.62  8.51  -3.71
H  18.85  6.44  -4.26
H  17.52  5.59  -3.41
H  18.67  6.53  -2.47
C  19.91  0.69  3.45
C  21.52  0.61  3.37
O  22.14  0.77  2.24
N  22.22  0.51  4.53
C  23.60  0.89  4.65
H  19.59  1.70  3.20
H  19.48  0.36  4.40
H  19.40  0.11  2.69
H  21.68  0.42  5.39
H  24.00  0.18  5.36
H  23.74  1.90  5.04
H  24.23  0.85  3.76
C  18.52  8.38  5.98
C  18.80  7.07  5.35
O  19.60  6.28  5.85
N  18.27  6.83  4.15
C  18.56  5.70  3.26
H  18.32  8.21  7.03
H  17.74  9.00  5.54
H  19.44  8.95  5.80
H  17.52  7.39  3.78
H  19.04  4.99  3.94
H  19.27  5.94  2.47
H  17.58  5.32  2.98
C  12.94  7.57  0.93
C  14.08  6.90  0.12
O  13.74  6.16  -0.82
N  15.29  7.27  0.50
C  16.46  6.75  -0.19
H  13.21  8.31  1.67
H  12.25  6.75  1.17
H  12.30  7.93  0.12
H  15.45  7.93  1.25
H  16.43  5.80  -0.71
H  17.30  6.60  0.48
H  16.75  7.64  -0.75
C  21.44  -0.12  -1.25
C  22.22  1.10  -1.52
O  23.20  1.03  -2.30
N  21.87  2.13  -0.75
C  22.62  3.41  -0.71
H  22.27  -0.82  -1.21
H  20.77  -0.26  -2.11
H  20.86  -0.02  -0.33
H  21.35  1.84  0.07
H  23.70  3.37  -0.60
H  22.11  4.01  0.05
H  22.53  3.84  -1.70
C  14.76  2.68  -5.89
C  14.36  4.12  -5.71
O  13.79  4.44  -4.68
N  14.56  5.02  -6.68
C  13.97  6.36  -6.59
H  15.83  2.84  -5.87
H  14.44  2.32  -6.87
H  14.31  1.91  -5.26
H  15.27  4.76  -7.35
H  14.36  6.92  -5.74
H  12.88  6.43  -6.61
H  14.37  6.85  -7.48
C  8.24  0.94  3.91
C  8.69  0.20  2.68
O  7.89  -0.11  1.79
N  9.95  0.02  2.64
C  10.74  -0.60  1.64
H  7.93  0.12  4.55
H  7.40  1.63  3.81
H  9.10  1.37  4.44
H  10.56  0.47  3.31
H  11.36  -1.36  2.13
H  11.46  0.05  1.14
H  10.18  -1.10  0.85
C  16.59  -0.35  -8.53
C  16.34  -1.72  -7.84
O  15.97  -2.72  -8.50
N  16.68  -1.96  -6.60
C  17.50  -1.11  -5.69
H  17.66  -0.26  -8.73
H  16.34  0.50  -7.89
H  16.29  -0.28  -9.57
H  16.57  -2.96  -6.55
H  18.54  -1.42  -5.83
H  17.41  -1.30  -4.63
H  17.55  -0.08  -6.05
C  10.47  3.58  -0.60
C  11.24  3.11  -1.76
O  12.06  3.92  -2.13
N  11.13  1.90  -2.41
C  12.09  1.36  -3.40
H  11.13  3.97  0.17
H  9.80  2.85  -0.14
H  9.80  4.37  -0.95
H  10.36  1.34  -2.06
H  11.40  0.91  -4.12
H  12.73  0.61  -2.95
H  12.59  2.02  -4.11
C  23.83  3.72  -6.59
C  22.43  3.85  -6.15
O  21.60  4.47  -6.80
N  22.14  3.34  -4.96
C  20.92  3.65  -4.30
H  23.83  4.37  -7.46
H  24.00  2.71  -6.97
H  24.72  4.04  -6.04
H  22.67  2.57  -4.59
H  20.93  4.72  -4.10
H  21.06  3.06  -3.39
H  20.04  3.28  -4.83
C  18.54  -3.04  2.02
C  19.64  -4.06  1.64
O  19.42  -4.79  0.71
N  20.83  -3.98  2.33
C  22.11  -4.67  2.07
H  18.38  -3.19  3.09
H  17.72  -3.15  1.31
H  18.79  -1.98  1.93
H  20.71  -3.59  3.26
H  22.13  -4.76  0.98
H  22.01  -5.68  2.45
H  23.04  -4.23  2.42

***

no.,calculated total energy (Eh)
1,-2894.70262
2,-3191.08248
3,-12785.52548
4,-572.72216
5,-774.35449
6,-4851.81173